An isolated ion of composition C9H19FN2OP and charge +1 in a non-equilibrium geometry. Source: the OMol25 dataset; level of theory: the ωB97M-V functional and the def2-TZVPD basis.

charge: +1
HOMO level: -11.555 eV
E: -26660.937 eV
lowest unoccupied orbital energy: -0.1433 hartree
max |F|: 8.1 eV Å⁻¹
Kohn-Sham gap: 7.66 eV

Geometry (Å):
C (2.56, 1.00, 1.84)
C (2.05, 0.87, 0.26)
C (2.61, -0.43, -0.61)
N (1.25, 1.86, -0.23)
C (-0.23, 1.52, -0.18)
C (-0.84, 1.43, 1.37)
F (-0.33, 2.54, 2.23)
C (-0.72, -0.06, 2.03)
C (-0.73, -1.26, 0.91)
N (-1.33, -0.89, -0.43)
P (-1.04, -2.33, -1.50)
O (-2.33, -3.28, -1.54)
C (-0.70, 0.28, -1.14)
C (-1.89, 0.86, -2.16)
H (2.37, 0.03, 2.47)
H (2.16, 1.98, 2.37)
H (3.74, 1.17, 1.75)
H (3.60, -0.86, -0.16)
H (2.77, -0.02, -1.72)
H (1.85, -1.31, -0.70)
H (-0.77, 2.49, -0.63)
H (-2.01, 1.64, 1.23)
H (0.22, -0.24, 2.71)
H (-1.69, -0.23, 2.70)
H (0.35, -1.71, 0.84)
H (-1.42, -2.12, 1.36)
H (-2.37, -0.78, -0.38)
H (0.08, -3.04, -0.89)
H (-0.78, -1.95, -2.88)
H (0.14, -0.13, -1.86)
H (-1.50, 1.85, -2.66)
H (-2.84, 1.10, -1.48)
H (-2.22, 0.04, -2.93)

Computed Löwdin charges, given in elementary charges: atom 1 (C): -0.06, atom 2 (C): -0.24, atom 3 (C): -0.05, atom 4 (N): 0.03, atom 5 (C): -0.22, atom 6 (C): -0.18, atom 7 (F): -0.06, atom 8 (C): -0.09, atom 9 (C): -0.18, atom 10 (N): -0.22, atom 11 (P): 0.86, atom 12 (O): -0.44, atom 13 (C): -0.30, atom 14 (C): -0.05, atom 15 (H): 0.08, atom 16 (H): 0.10, atom 17 (H): 0.11, atom 18 (H): 0.10, atom 19 (H): 0.11, atom 20 (H): 0.04, atom 21 (H): 0.16, atom 22 (H): 0.16, atom 23 (H): 0.12, atom 24 (H): 0.14, atom 25 (H): 0.12, atom 26 (H): 0.17, atom 27 (H): 0.17, atom 28 (H): 0.06, atom 29 (H): 0.07, atom 30 (H): 0.13, atom 31 (H): 0.12, atom 32 (H): 0.12, atom 33 (H): 0.09



C11H11Cl3N4O4RuS5Se as an isolated structure in a non-equilibrium geometry. Source: the OMol25 dataset; level of theory: the ωB97M-V functional and the def2-TZVPD basis.

charge: -1
HOMO level (spin up / spin down): -5.118 / -5.434 eV
multiplicity: 6
E: -185407.337 eV
lowest unoccupied orbital energy (spin up / spin down): 0.0801 / 0.0062 hartree
max |F|: 1.1 eV Å⁻¹
Kohn-Sham gap (spin up / spin down): 7.30 / 5.60 eV

Geometry (Å):
Ru (-1.84, -0.42, -0.36)
S (-5.23, 0.37, 2.65)
C (-4.14, 0.30, 1.43)
S (-2.41, 0.39, 1.70)
S (-4.55, 0.19, -0.24)
O (-3.10, -3.87, -1.77)
S (-3.23, -2.56, -1.23)
O (-4.63, -2.21, -0.92)
O (-2.39, -2.37, 0.04)
O (-2.61, -1.48, -2.11)
S (0.95, -1.73, -4.11)
C (1.35, -0.09, -3.78)
C (0.86, 0.26, -2.57)
N (0.18, -0.74, -1.91)
C (0.16, -1.84, -2.61)
H (1.90, 0.52, -4.47)
H (0.98, 1.24, -2.14)
H (-0.32, -2.75, -2.28)
C (1.17, 1.55, 0.89)
N (1.89, 0.68, 1.80)
C (2.96, 1.09, 2.57)
C (3.37, 0.03, 3.29)
N (2.54, -1.02, 2.96)
C (2.60, -2.36, 3.51)
C (1.62, -0.63, 2.04)
Se (0.30, -1.73, 1.36)
H (0.47, 2.18, 1.43)
H (0.62, 0.92, 0.19)
H (1.86, 2.17, 0.33)
H (3.33, 2.09, 2.52)
H (4.17, -0.08, 4.00)
H (3.38, -2.39, 4.27)
H (2.82, -3.08, 2.72)
H (1.64, -2.63, 3.95)
Cl (-2.17, 5.03, -1.89)
C (-1.41, 3.63, -2.50)
Cl (-1.21, 3.49, -4.19)
Cl (1.15, 3.94, -1.66)
C (-1.52, 2.45, -1.76)
N (-1.51, 1.48, -1.13)

Computed Löwdin charges, given in elementary charges: atom 1 (Ru): 0.96, atom 2 (S): 0.55, atom 3 (C): -1.72, atom 4 (S): 0.45, atom 5 (S): 0.73, atom 6 (O): -0.29, atom 7 (S): 0.28, atom 8 (O): -0.43, atom 9 (O): -0.56, atom 10 (O): -0.48, atom 11 (S): 1.02, atom 12 (C): -0.39, atom 13 (C): -0.25, atom 14 (N): -0.10, atom 15 (C): -0.49, atom 16 (H): 0.07, atom 17 (H): 0.04, atom 18 (H): 0.08, atom 19 (C): -0.06, atom 20 (N): -0.11, atom 21 (C): -0.05, atom 22 (C): -0.06, atom 23 (N): -0.14, atom 24 (C): -0.06, atom 25 (C): -0.69, atom 26 (Se): 0.68, atom 27 (H): 0.10, atom 28 (H): 0.00, atom 29 (H): 0.04, atom 30 (H): 0.12, atom 31 (H): 0.11, atom 32 (H): 0.09, atom 33 (H): 0.08, atom 34 (H): 0.08, atom 35 (Cl): 0.63, atom 36 (C): -1.31, atom 37 (Cl): 0.63, atom 38 (Cl): -0.22, atom 39 (C): -0.35, atom 40 (N): 0.05



One molecule with the formula C4H7NO. Source: the OMol25 dataset; level of theory: the ωB97M-V functional and the def2-TZVPD basis.

charge: 0
HOMO level: -8.364 eV
E: -7795.276 eV
lowest unoccupied orbital energy: 0.0289 hartree
max |F|: 0.3 eV Å⁻¹
Kohn-Sham gap: 9.15 eV

Geometry (Å):
O (2.21, 0.18, 0.68)
C (1.76, -0.36, -0.41)
C (0.49, -1.16, -0.12)
C (-0.74, -0.27, -0.12)
N (-0.67, 0.94, 0.69)
C (-0.77, 1.07, -0.76)
H (1.65, 0.03, 1.47)
H (0.12, 1.46, -1.26)
H (0.55, -1.67, 0.86)
H (0.37, -1.93, -0.89)
H (-1.68, -0.82, -0.10)
H (-1.57, 1.14, 1.13)
H (-1.72, 1.40, -1.19)

Computed Löwdin charges, given in elementary charges: atom 1 (O): 0.01, atom 2 (C): -0.10, atom 3 (C): -0.20, atom 4 (C): -0.33, atom 5 (N): 0.01, atom 6 (C): -0.14, atom 7 (H): 0.11, atom 8 (H): 0.10, atom 9 (H): 0.11, atom 10 (H): 0.10, atom 11 (H): 0.13, atom 12 (H): 0.09, atom 13 (H): 0.10



C6H8BiCl2IrN2O3S as an isolated structure in a non-equilibrium geometry. Source: the OMol25 dataset; level of theory: the ωB97M-V functional and the def2-TZVPD basis.

charge: +4
HOMO level (spin up / spin down): -22.868 / -23.145 eV
multiplicity: 5
E: -59979.995 eV
lowest unoccupied orbital energy (spin up / spin down): -0.5632 / -0.7092 hartree
max |F|: 6.3 eV Å⁻¹
Kohn-Sham gap (spin up / spin down): 7.54 / 3.85 eV

Geometry (Å):
Bi (-0.28, -0.58, -4.20)
Ir (-0.17, -0.62, -1.56)
Cl (-1.48, 1.40, -4.65)
Cl (1.54, 0.55, -2.68)
C (-1.12, -1.71, -0.37)
C (0.03, 0.48, -7.30)
C (0.62, -1.60, -6.92)
O (-1.57, -2.31, 0.52)
O (-0.18, 0.78, -8.40)
O (0.52, -1.95, -8.00)
C (-1.08, 1.06, 3.93)
N (-0.97, 0.82, 2.48)
C (0.18, 0.58, 1.83)
S (0.37, 0.95, 0.15)
N (1.31, 0.20, 2.48)
C (1.33, -0.50, 3.76)
H (-0.14, 1.45, 4.35)
H (-1.37, 0.14, 4.46)
H (-1.88, 1.81, 4.11)
H (-1.79, 1.08, 1.89)
H (2.07, 0.09, 1.87)
H (1.95, -1.38, 3.63)
H (1.75, 0.11, 4.54)
H (0.34, -0.84, 4.07)

Computed Löwdin charges, given in elementary charges: atom 1 (Bi): 1.04, atom 2 (Ir): 0.58, atom 3 (Cl): 0.16, atom 4 (Cl): 0.02, atom 5 (C): -0.31, atom 6 (C): 0.08, atom 7 (C): 0.01, atom 8 (O): 0.19, atom 9 (O): 0.27, atom 10 (O): 0.25, atom 11 (C): 0.05, atom 12 (N): 0.16, atom 13 (C): -0.62, atom 14 (S): 0.70, atom 15 (N): 0.17, atom 16 (C): 0.07, atom 17 (H): 0.13, atom 18 (H): 0.15, atom 19 (H): 0.15, atom 20 (H): 0.20, atom 21 (H): 0.15, atom 22 (H): 0.15, atom 23 (H): 0.16, atom 24 (H): 0.11



A 2-piece molecular cluster, C10H15NO overall in a non-equilibrium geometry. Source: the OMol25 dataset; level of theory: the ωB97M-V functional and the def2-TZVPD basis.

charge: 0
HOMO level: -8.951 eV
E: -14150.341 eV
lowest unoccupied orbital energy: 0.0274 hartree
max |F|: 2.9 eV Å⁻¹
Kohn-Sham gap: 9.70 eV

Geometry (Å):
C (-0.50, -0.64, -2.01)
C (-0.76, 0.17, -0.75)
C (-0.87, -0.77, 0.42)
C (0.21, -1.47, 0.91)
C (0.04, -2.58, 1.74)
C (-1.22, -3.16, 1.87)
C (-2.28, -2.37, 1.41)
C (-2.20, -1.21, 0.66)
H (-1.35, -1.32, -2.12)
H (0.43, -1.22, -2.00)
H (-0.41, 0.02, -2.87)
H (-0.06, 1.02, -0.57)
H (-1.64, 0.83, -0.81)
H (1.20, -1.12, 0.64)
H (0.98, -3.00, 2.07)
H (-1.31, -4.21, 2.09)
H (-3.26, -2.58, 1.84)
H (-3.03, -0.74, 0.16)
C (0.92, 2.90, 0.40)
C (2.30, 2.43, -0.06)
N (2.48, 2.71, -1.40)
O (3.24, 2.03, 0.58)
H (1.18, 3.81, 0.96)
H (0.53, 2.15, 1.08)
H (0.23, 3.11, -0.40)
H (3.41, 2.57, -1.78)
H (1.74, 2.65, -2.08)

Computed Löwdin charges, given in elementary charges: atom 1 (C): -0.09, atom 2 (C): -0.24, atom 3 (C): -0.25, atom 4 (C): -0.06, atom 5 (C): -0.08, atom 6 (C): -0.08, atom 7 (C): -0.10, atom 8 (C): -0.04, atom 9 (H): 0.08, atom 10 (H): 0.08, atom 11 (H): 0.07, atom 12 (H): 0.06, atom 13 (H): 0.11, atom 14 (H): 0.12, atom 15 (H): 0.10, atom 16 (H): 0.10, atom 17 (H): 0.10, atom 18 (H): 0.11, atom 19 (C): -0.02, atom 20 (C): -0.59, atom 21 (N): 0.13, atom 22 (O): 0.06, atom 23 (H): 0.10, atom 24 (H): 0.08, atom 25 (H): 0.07, atom 26 (H): 0.10, atom 27 (H): 0.09



A 2-piece molecular cluster, C3H3N overall in a non-equilibrium geometry. Source: the OMol25 dataset; level of theory: the ωB97M-V functional and the def2-TZVPD basis.

charge: 0
HOMO level (spin up / spin down): -7.866 / -9.277 eV
multiplicity: 3
E: -4641.442 eV
lowest unoccupied orbital energy (spin up / spin down): 0.0298 / 0.0210 hartree
max |F|: 2.0 eV Å⁻¹
Kohn-Sham gap (spin up / spin down): 8.68 / 9.85 eV

Geometry (Å):
C (0.99, 0.84, -0.03)
C (1.12, -0.50, -0.05)
C (-0.17, 0.05, 0.05)
N (-2.53, 0.08, -0.01)
H (1.45, 1.80, -0.05)
H (1.77, -1.34, -0.10)
H (-2.62, -0.92, 0.18)

Computed Löwdin charges, given in elementary charges: atom 1 (C): -0.02, atom 2 (C): -0.03, atom 3 (C): -0.02, atom 4 (N): 0.01, atom 5 (H): 0.09, atom 6 (H): 0.09, atom 7 (H): -0.11



Repeat the fourth record exactly.
C6H8BiCl2IrN2O3S as an isolated structure in a non-equilibrium geometry. Source: the OMol25 dataset; level of theory: the ωB97M-V functional and the def2-TZVPD basis.

charge: +4
HOMO level (spin up / spin down): -22.868 / -23.145 eV
multiplicity: 5
E: -59979.995 eV
lowest unoccupied orbital energy (spin up / spin down): -0.5632 / -0.7092 hartree
max |F|: 6.3 eV Å⁻¹
Kohn-Sham gap (spin up / spin down): 7.54 / 3.85 eV

Geometry (Å):
Bi (-0.28, -0.58, -4.20)
Ir (-0.17, -0.62, -1.56)
Cl (-1.48, 1.40, -4.65)
Cl (1.54, 0.55, -2.68)
C (-1.12, -1.71, -0.37)
C (0.03, 0.48, -7.30)
C (0.62, -1.60, -6.92)
O (-1.57, -2.31, 0.52)
O (-0.18, 0.78, -8.40)
O (0.52, -1.95, -8.00)
C (-1.08, 1.06, 3.93)
N (-0.97, 0.82, 2.48)
C (0.18, 0.58, 1.83)
S (0.37, 0.95, 0.15)
N (1.31, 0.20, 2.48)
C (1.33, -0.50, 3.76)
H (-0.14, 1.45, 4.35)
H (-1.37, 0.14, 4.46)
H (-1.88, 1.81, 4.11)
H (-1.79, 1.08, 1.89)
H (2.07, 0.09, 1.87)
H (1.95, -1.38, 3.63)
H (1.75, 0.11, 4.54)
H (0.34, -0.84, 4.07)

Computed Löwdin charges, given in elementary charges: atom 1 (Bi): 1.04, atom 2 (Ir): 0.58, atom 3 (Cl): 0.16, atom 4 (Cl): 0.02, atom 5 (C): -0.31, atom 6 (C): 0.08, atom 7 (C): 0.01, atom 8 (O): 0.19, atom 9 (O): 0.27, atom 10 (O): 0.25, atom 11 (C): 0.05, atom 12 (N): 0.16, atom 13 (C): -0.62, atom 14 (S): 0.70, atom 15 (N): 0.17, atom 16 (C): 0.07, atom 17 (H): 0.13, atom 18 (H): 0.15, atom 19 (H): 0.15, atom 20 (H): 0.20, atom 21 (H): 0.15, atom 22 (H): 0.15, atom 23 (H): 0.16, atom 24 (H): 0.11



Which formula does entry 6 have?
C3H3N



Which value of max |F| does entry 3 give?
0.3 eV Å⁻¹



What did the sixth record say?
A 2-piece molecular cluster, C3H3N overall in a non-equilibrium geometry. Source: the OMol25 dataset; level of theory: the ωB97M-V functional and the def2-TZVPD basis.

charge: 0
HOMO level (spin up / spin down): -7.866 / -9.277 eV
multiplicity: 3
E: -4641.442 eV
lowest unoccupied orbital energy (spin up / spin down): 0.0298 / 0.0210 hartree
max |F|: 2.0 eV Å⁻¹
Kohn-Sham gap (spin up / spin down): 8.68 / 9.85 eV

Geometry (Å):
C (0.99, 0.84, -0.03)
C (1.12, -0.50, -0.05)
C (-0.17, 0.05, 0.05)
N (-2.53, 0.08, -0.01)
H (1.45, 1.80, -0.05)
H (1.77, -1.34, -0.10)
H (-2.62, -0.92, 0.18)

Computed Löwdin charges, given in elementary charges: atom 1 (C): -0.02, atom 2 (C): -0.03, atom 3 (C): -0.02, atom 4 (N): 0.01, atom 5 (H): 0.09, atom 6 (H): 0.09, atom 7 (H): -0.11